Record 1
{
  "formula": "C25H24FN9O2RuS",
  "method": "wB97M-V/def2-TZVPD",
  "species": ["Ru", "O", "C", "N", "C", "C", "C", "C", "C", "C", "N", "C", "O", "C", "C", "C", "C", "C", "N", "C", "C", "C", "C", "C", "N", "H", "H", "H", "H", "H", "H", "H", "H", "H", "H", "H", "H", "C", "N", "C", "C", "S", "N", "C", "C", "H", "H", "H", "H", "H", "H", "H", "H", "H", "H", "H", "H", "F", "N", "C", "N", "C", "N"],
  "coordinates": [[-0.2137, -0.3145, 0.3434], [-0.1912, -0.2314, -4.1069], [-0.4654, -0.2788, -2.9021], [0.2403, -0.8433, -1.9166], [1.1640, -1.8301, -2.1193], [1.2757, -2.5657, -3.3044], [2.1500, -3.6273, -3.3911], [2.9287, -3.9878, -2.2981], [2.8522, -3.2726, -1.1225], [1.9894, -2.1776, -1.0071], [1.8463, -1.4132, 0.1190], [2.7854, -1.3309, 1.0696], [3.9194, -1.8122, 1.0586], [2.3617, -0.4598, 2.2158], [3.3289, 0.1352, 3.0198], [2.9203, 0.9461, 4.0624], [1.5604, 1.0971, 4.2931], [0.6681, 0.4445, 3.4570], [1.0565, -0.2986, 2.4310], [-1.7555, 0.3180, -2.4197], [-2.6035, 0.9791, -3.3048], [-3.8759, 1.3174, -2.8825], [-4.2568, 0.9888, -1.5894], [-3.3378, 0.3532, -0.7665], [-2.1226, 0.0312, -1.1728], [0.6492, -2.3031, -4.1424], [2.2206, -4.1904, -4.3111], [3.5917, -4.8384, -2.3669], [3.4449, -3.5573, -0.2686], [4.3728, -0.0421, 2.8056], [3.6491, 1.4444, 4.6884], [1.1905, 1.7048, 5.1065], [-0.3987, 0.5129, 3.6172], [-2.2554, 1.1831, -4.3055], [-4.5652, 1.8015, -3.5596], [-5.2466, 1.2020, -1.2183], [-3.5905, 0.0617, 0.2438], [3.3315, 1.1871, -1.6698], [2.2919, 1.9922, -2.2705], [2.0379, 1.7120, -3.6665], [1.3778, 2.5546, -1.4543], [1.4150, 2.2409, 0.1966], [0.4796, 3.4368, -1.9812], [-0.6059, 3.8902, -1.1428], [0.8669, 4.4074, -2.9830], [4.1055, 1.0016, -2.4115], [2.9397, 0.2329, -1.3101], [3.7526, 1.7212, -0.8191], [2.0651, 0.6340, -3.8343], [2.7982, 2.1849, -4.2948], [1.0490, 2.0524, -3.9567], [-0.9418, 3.0650, -0.5157], [-1.4259, 4.2244, -1.7792], [-0.2966, 4.7150, -0.4907], [1.8380, 4.1660, -3.4025], [0.9290, 5.4022, -2.5260], [0.1207, 4.4425, -3.7808], [-1.3268, -2.0363, 0.9978], [-4.8587, 3.5816, 3.3002], [-3.9822, 3.2399, 2.6266], [-3.0383, 2.9792, 1.8024], [-2.1832, 2.0918, 1.6077], [-1.3091, 1.3737, 1.3007]],
  "forces_ev_per_angstrom": [[2.287, -1.839, 0.864], [-0.294, -0.023, -0.077], [0.567, -0.045, 0.277], [-1.444, 1.328, 1.235], [1.240, -0.961, 0.259], [-0.201, 0.264, 0.075], [0.311, -0.289, 0.151], [-0.097, -0.107, -0.428], [-0.104, 0.251, 0.324], [-0.120, -0.596, -1.590], [-2.103, 0.914, 1.109], [-0.271, 0.199, -0.440], [0.037, 0.091, 0.167], [0.314, -0.066, 0.209], [-0.135, -0.091, 0.065], [-0.105, -0.064, -0.101], [-0.016, -0.161, 0.037], [-0.224, 0.215, 0.466], [-0.555, 0.425, -1.231], [-0.473, 0.048, -0.205], [0.155, -0.081, 0.095], [0.082, -0.061, 0.175], [0.049, -0.094, -0.019], [-0.384, 0.023, 0.068], [0.539, 0.183, 0.085], [0.040, 0.029, -0.010], [-0.024, -0.042, -0.089], [0.083, -0.059, 0.015], [0.048, 0.032, -0.020], [-0.040, -0.080, -0.093], [-0.008, 0.031, 0.008], [-0.039, -0.004, 0.000], [-0.024, 0.117, -0.094], [0.062, -0.062, -0.060], [-0.053, 0.085, 0.000], [-0.084, 0.050, 0.039], [0.015, 0.061, 0.085], [0.407, -0.230, 0.198], [-0.546, 0.215, 0.334], [0.033, -0.023, -0.439], [0.444, 0.141, -0.354], [-0.496, -0.631, 0.525], [0.224, -0.218, 0.041], [-0.353, -0.120, 0.251], [0.049, 0.020, -0.201], [0.005, 0.024, -0.107], [0.037, 0.050, -0.063], [0.080, -0.113, -0.090], [-0.012, 0.033, 0.048], [-0.039, 0.034, -0.050], [0.028, -0.023, -0.017], [-0.075, 0.187, -0.080], [-0.009, 0.010, -0.054], [-0.018, -0.031, -0.017], [-0.018, 0.020, -0.044], [-0.018, -0.040, 0.010], [0.088, 0.031, -0.051], [1.244, 2.099, -0.809], [-0.339, 0.070, 0.333], [-0.637, -0.037, 0.670], [0.364, 0.855, -1.060], [0.705, -0.820, -0.073], [-0.178, -1.129, -0.253]],
  "relative_energy_ev": 0.678,
  "multiplicity": 2,
  "s_squared": 0.88,
  "largest_force_ev_per_a": 3.06,
  "total_charge": -1,
  "orbital_gap_ev": [6.0900, 6.5247],
  "homo_ha": [-0.1665, -0.1660]
}

***

Record 2
{
  "formula": "C5H11IO2S",
  "method": "wB97M-V/def2-TZVPD",
  "species": ["C", "C", "C", "C", "C", "O", "O", "S", "I", "H", "H", "H", "H", "H", "H", "H", "H", "H", "H", "H"],
  "coordinates": [[0.2714, -1.3025, 1.6096], [1.8775, -2.3857, 0.1234], [-2.6095, 1.6421, -1.7441], [1.3868, -1.1069, 0.7339], [0.1951, 1.2777, -0.8248], [-1.4540, -0.7496, -0.6605], [-1.7051, 1.1145, 0.7632], [-1.3996, 0.7979, -0.6189], [0.7328, 0.9378, -2.8247], [0.2238, -0.4814, 2.3482], [-0.6770, -1.0122, 1.0157], [0.1990, -2.3957, 1.9109], [2.7037, -2.8160, 0.6844], [1.0455, -3.0451, 0.0252], [2.3573, -2.1804, -0.9073], [-2.2342, 2.1115, -2.5597], [-3.5951, 1.0278, -1.9694], [-2.9011, 2.3503, -0.9780], [1.6885, -0.1225, 0.3215], [0.4488, 2.3503, -0.5630]],
  "forces_ev_per_angstrom": [[0.338, 0.117, 0.453], [1.468, 2.168, -2.259], [-3.073, -2.804, 3.408], [-1.018, -1.172, -1.081], [1.041, 1.110, -0.305], [-0.169, 3.158, -1.642], [-0.848, 1.566, 0.243], [0.051, -4.548, 1.461], [0.433, -0.079, -0.572], [-0.126, -0.593, 0.177], [0.622, -0.299, -0.329], [-0.146, 1.636, 0.093], [-0.073, -0.115, 0.472], [-0.392, -0.748, 0.034], [-0.899, -0.269, 1.464], [1.476, 1.027, -2.450], [2.380, 0.884, 0.410], [-0.305, 0.602, -0.167], [-0.033, -0.324, 0.810], [-0.729, -1.317, -0.221]],
  "relative_energy_ev": 4.778,
  "largest_force_ev_per_a": 5.38,
  "total_charge": 0,
  "orbital_gap_ev": [5.6892, 5.6855],
  "homo_ha": [-0.2773, -0.2773]
}

***

Record 3
{
  "formula": "C32H33Cl7NO3PtS",
  "method": "wB97M-V/def2-TZVPD",
  "species": ["Pt", "Cl", "C", "C", "C", "Cl", "C", "Cl", "C", "Cl", "C", "Cl", "Cl", "C", "Cl", "H", "H", "C", "C", "C", "C", "C", "C", "C", "C", "N", "C", "C", "C", "C", "C", "C", "C", "C", "C", "C", "H", "H", "H", "H", "H", "H", "H", "H", "H", "H", "H", "H", "H", "H", "H", "H", "H", "H", "H", "H", "H", "H", "H", "H", "C", "C", "C", "C", "C", "C", "C", "S", "O", "O", "O", "H", "H", "H", "H", "H", "H", "H"],
  "coordinates": [[-0.1258, 1.4112, 0.3210], [3.0738, 2.9787, -1.0191], [1.7359, 3.8884, -0.4318], [0.5836, 3.2382, 0.0038], [-0.4864, 4.0744, 0.2988], [-1.9253, 3.1333, 0.6489], [-0.4755, 5.4507, 0.2765], [-1.8851, 6.3523, 0.6795], [0.7165, 6.0716, -0.0910], [0.8124, 7.7944, -0.1176], [1.8087, 5.2883, -0.4569], [3.2636, 6.0684, -0.9615], [0.0620, -3.0696, -0.4215], [1.1746, -4.3161, -0.9806], [2.3258, -3.6972, -2.1764], [0.6008, -5.1128, -1.4396], [1.7391, -4.6796, -0.1291], [0.5832, -0.6120, -4.4389], [1.5854, -0.4871, -3.3200], [2.9449, -0.6924, -3.5539], [3.8459, -0.5864, -2.5038], [5.3229, -0.7886, -2.7310], [3.3924, -0.2729, -1.2290], [2.0273, -0.0684, -0.9529], [1.1442, -0.1906, -2.0451], [1.5073, 0.2394, 0.2881], [2.2238, 0.0008, 1.5479], [2.8343, -1.4168, 1.5906], [3.5377, -1.6754, 2.9269], [2.5181, -1.6048, 4.0636], [1.8846, -0.2135, 4.0650], [2.9700, 0.8345, 4.3190], [3.9996, 0.7700, 3.1894], [4.6298, -0.6255, 3.1524], [3.3105, 1.0528, 1.8510], [1.2149, 0.0533, 2.7138], [1.0545, -0.9819, -5.3507], [0.1205, 0.3521, -4.6597], [-0.2201, -1.2976, -4.1626], [3.2955, -0.9376, -4.5515], [5.5260, -1.0721, -3.7644], [5.7160, -1.5732, -2.0802], [5.8834, 0.1248, -2.5172], [4.1307, -0.1492, -0.4494], [0.0798, -0.0748, -1.8685], [3.5382, -1.5765, 0.7757], [2.0194, -2.1309, 1.4509], [3.9908, -2.6723, 2.8984], [3.0035, -1.8025, 5.0266], [1.7464, -2.3675, 3.9187], [1.1242, -0.1547, 4.8501], [3.4553, 0.6517, 5.2849], [2.5237, 1.8332, 4.3589], [4.7789, 1.5206, 3.3578], [5.1557, -0.8257, 4.0930], [5.3698, -0.6798, 2.3466], [4.0556, 1.0839, 1.0550], [2.8331, 2.0380, 1.8734], [0.7485, 1.0437, 2.7338], [0.4205, -0.6711, 2.5268], [-4.3415, -6.1349, -0.3254], [-3.9021, -4.6963, -0.2574], [-3.5114, -4.0147, -1.4032], [-3.1219, -2.6835, -1.3448], [-3.1300, -2.0240, -0.1302], [-3.5258, -2.6833, 1.0262], [-3.9020, -4.0131, 0.9585], [-2.6199, -0.3275, -0.0333], [-2.3659, 0.0983, -1.3969], [-3.6722, 0.3735, 0.6688], [-1.3478, -0.3880, 0.7759], [-3.9485, -6.6246, -1.2165], [-5.4311, -6.2088, -0.3598], [-4.0026, -6.6921, 0.5489], [-3.5000, -4.5344, -2.3549], [-2.7962, -2.1487, -2.2267], [-3.5308, -2.1483, 1.9671], [-4.2014, -4.5327, 1.8621]],
  "forces_ev_per_angstrom": [[-0.206, -0.097, 0.370], [0.022, -0.059, 0.048], [-0.038, 0.084, 0.003], [0.131, -0.103, 0.019], [0.010, 0.037, -0.030], [0.071, -0.169, -0.046], [0.010, -0.002, -0.015], [-0.008, -0.002, 0.007], [0.006, 0.034, -0.008], [-0.005, -0.009, 0.007], [-0.018, -0.045, -0.011], [0.006, 0.008, 0.001], [0.062, -0.048, 0.051], [-0.016, 0.024, 0.045], [-0.010, -0.047, 0.014], [0.004, -0.004, -0.008], [0.001, 0.002, -0.004], [0.015, -0.005, 0.016], [-0.013, 0.055, 0.005], [0.023, 0.038, -0.015], [-0.015, 0.017, -0.014], [-0.014, 0.002, -0.004], [0.008, -0.008, 0.009], [0.051, -0.070, 0.050], [0.012, 0.011, -0.030], [-0.065, 0.063, -0.114], [0.027, 0.092, -0.005], [-0.011, -0.011, -0.013], [0.001, -0.023, 0.003], [0.005, -0.002, 0.002], [-0.007, -0.012, 0.009], [0.007, -0.003, -0.002], [0.003, 0.013, -0.004], [-0.001, 0.002, -0.006], [0.005, 0.034, -0.004], [0.011, 0.054, -0.020], [-0.003, -0.003, -0.002], [-0.001, -0.001, 0.001], [-0.007, -0.006, -0.001], [0.003, -0.001, 0.001], [0.003, 0.000, 0.001], [0.006, -0.002, -0.004], [0.004, -0.002, 0.004], [-0.002, -0.015, -0.059], [-0.011, 0.026, -0.007], [-0.019, -0.014, 0.025], [-0.040, -0.032, -0.028], [-0.001, 0.004, 0.007], [-0.003, -0.003, -0.004], [0.001, 0.002, 0.002], [0.001, 0.000, 0.000], [-0.010, 0.000, -0.001], [0.003, 0.002, -0.004], [0.001, -0.004, 0.004], [-0.001, -0.005, -0.003], [0.002, 0.006, 0.000], [-0.018, 0.018, 0.022], [-0.010, 0.009, -0.012], [-0.009, 0.001, -0.006], [-0.045, -0.035, -0.026], [0.003, 0.012, 0.002], [-0.003, -0.013, -0.006], [0.004, -0.006, 0.014], [-0.022, 0.014, -0.019], [0.018, -0.001, 0.131], [0.025, -0.017, -0.028], [-0.002, 0.009, -0.002], [0.238, -0.001, -0.120], [-0.079, -0.044, 0.156], [0.040, 0.055, 0.077], [-0.114, 0.225, -0.418], [-0.001, -0.003, 0.001], [-0.001, -0.003, 0.002], [-0.001, -0.004, -0.002], [0.000, 0.001, -0.002], [-0.011, -0.005, -0.004], [0.001, -0.009, 0.004], [0.000, -0.004, -0.002]],
  "relative_energy_ev": 0.630,
  "largest_force_ev_per_a": 0.49,
  "total_charge": -1,
  "orbital_gap_ev": 6.4070,
  "homo_ha": -0.1508
}